This record from the OMol25 dataset describes a structure of composition C36H52KN4O4SSb. The level of theory is wB97M-V/def2-TZVPD.

charge	-2
calculated total energy	-86007.2925	eV
energy above the lowest of the compared OMol25 structures with the same formula, charge and spin	773.50	kJ/mol
2S+1	1
frontier orbital gap (spin up / spin down)	2.28 / 4.43	eV

CARTESIAN COORDINATES (ANGSTROEM)
K (-0.38835, -0.47772, 0.25454)
O (-2.26753, -0.34118, 1.04448)
C (-3.50961, -0.29346, 1.55358)
C (-4.16394, 0.93327, 2.19464)
C (-5.41681, 0.68078, 2.61466)
C (-5.89008, -0.64659, 2.39115)
C (-5.10706, -1.62363, 1.77638)
C (-3.98629, -1.42834, 1.39110)
C (-3.02433, -2.42676, 0.69850)
N (-1.78662, -2.31434, 0.24091)
N (-1.45935, -3.57341, -0.27999)
C (-0.28552, -3.58079, -0.74937)
O (0.21382, -2.39204, -0.57914)
C (0.64778, -4.59282, -1.43473)
C (0.04250, -5.75503, -1.55452)
C (0.64391, -6.83442, -2.12882)
C (1.94323, -6.75088, -2.61980)
C (2.65372, -5.54363, -2.52795)
C (2.03421, -4.41879, -1.93239)
H (-3.74700, 2.03564, 2.37076)
H (-6.04324, 1.37075, 3.07803)
H (-6.82126, -0.95394, 2.66625)
H (-5.35638, -2.58362, 1.57770)
H (-3.43282, -3.31628, 0.58494)
H (-0.96948, -5.81251, -1.16972)
H (0.08817, -7.75821, -2.19432)
H (2.40084, -7.61984, -3.07160)
H (3.66194, -5.49296, -2.91338)
H (2.62320, -3.49795, -1.88096)
S (2.33020, -1.10741, 0.64281)
C (2.40075, -0.19531, 2.04232)
N (2.11986, -0.78417, 3.25725)
C (2.15226, -0.11589, 4.45597)
C (2.46984, 1.18377, 4.49686)
C (2.77954, 1.88464, 3.27283)
C (2.75433, 1.25263, 2.08980)
H (1.87735, -1.76917, 3.24241)
H (1.91135, -0.68922, 5.34496)
H (2.50083, 1.72895, 5.43397)
H (3.03351, 2.93766, 3.33586)
H (2.98366, 1.76165, 1.16160)
C (-1.64186, 1.64811, -4.78456)
C (-0.48522, 2.41804, -4.12991)
C (-1.06033, 3.67426, -3.45874)
C (0.50035, 2.85513, -5.23067)
Sb (0.37642, 1.11524, -2.51669)
C (1.11635, -0.73701, -3.51909)
C (-0.11354, -1.64487, -3.71482)
C (1.78298, -0.48186, -4.87178)
C (2.09478, -1.48487, -2.60371)
C (1.98902, 2.30237, -1.52980)
C (1.28804, 3.23366, -0.52241)
C (2.91781, 1.37867, -0.72973)
C (2.82313, 3.13644, -2.50376)
H (-2.17220, 2.28428, -5.52601)
H (-2.37491, 1.31812, -4.01774)
H (-1.26112, 0.76168, -5.32511)
H (-1.59019, 4.31107, -4.19959)
H (-0.24981, 4.28392, -3.01984)
H (-1.77863, 3.39500, -2.65847)
H (-0.01968, 3.49291, -5.97784)
H (0.92463, 2.00339, -5.77959)
H (1.33843, 3.44470, -4.83663)
H (-0.87235, -1.17289, -4.36371)
H (-0.59561, -1.85695, -2.73479)
H (0.17295, -2.61473, -4.17703)
H (1.04333, -0.09214, -5.59234)
H (2.16479, -1.43352, -5.30138)
H (2.62804, 0.22823, -4.76005)
H (1.64986, -1.64356, -1.59767)
H (3.04250, -0.93581, -2.51120)
H (2.35321, -2.47747, -3.03331)
H (0.69460, 2.63670, 0.20389)
H (0.59549, 3.93181, -1.02534)
H (2.02760, 3.83842, 0.04542)
H (2.33159, 0.72793, -0.04612)
H (3.63288, 1.97398, -0.12115)
H (3.52977, 0.76008, -1.40202)
H (2.19613, 3.91583, -2.97044)
H (3.27812, 2.48804, -3.28125)
H (3.63277, 3.67176, -1.96166)
O (-1.74399, 1.80946, 2.74968)
C (-1.29122, 0.68538, 3.14937)
O (-0.66328, -0.23105, 2.57954)
C (-1.62549, 0.49910, 4.65875)
N (-2.36614, 1.74986, 5.17758)
C (-1.53014, 2.41598, 6.19430)
C (-0.13832, 1.87656, 5.93925)
C (-0.38683, 0.43084, 5.53783)
H (-2.29539, -0.35436, 4.80055)
H (-3.34488, 1.56772, 5.40610)
H (-2.37688, 2.30970, 4.28284)
H (-1.91253, 2.11047, 7.17312)
H (-1.61515, 3.49850, 6.07216)
H (0.50526, 1.95987, 6.81961)
H (0.33830, 2.42366, 5.11697)
H (-0.59601, -0.17175, 6.43007)
H (0.48359, -0.00277, 5.03647)
H (0.03785, 1.68932, 0.78489)

Atomic forces in eV per Å
2.7966 2.4065 -1.2765
-7.0968 4.8878 2.1838
10.0422 11.9311 -0.6073
1.7460 0.7114 -0.6308
-0.3312 -3.2560 -0.8433
0.8831 0.5086 -0.1127
-11.3324 -1.0996 4.1632
8.9455 -6.4210 -5.3718
1.4437 4.0121 0.6684
-4.8233 -3.0609 0.8887
-3.4510 -4.4104 0.0252
4.1126 5.9171 0.2791
4.0855 -2.9919 -2.9050
1.3904 3.1812 0.4488
-1.6912 -2.4278 -0.1369
0.9910 -1.2998 -0.7922
-0.2999 0.1709 0.1317
-1.4137 0.6157 0.7471
-1.2250 -1.3022 0.5887
-0.5631 -3.0708 -1.0076
-1.0111 1.2930 0.7345
-2.6783 -0.4492 0.9304
-2.4442 -3.1725 -0.0303
-2.0718 -4.4918 -0.5519
-0.0605 -0.1291 -0.0132
0.0635 -0.2655 -0.1028
0.0875 -0.0885 -0.0620
0.0989 0.1728 0.0290
-0.7416 -0.8610 0.7008
1.0682 -2.1586 1.5242
0.7934 2.6817 -0.0456
0.3341 -0.7810 -0.5230
0.8096 -0.6319 0.4938
0.9498 1.6025 -0.8419
0.0236 0.9166 3.2995
-1.1029 -3.2107 -1.4741
-0.0665 0.4230 -0.2854
0.5429 -0.1675 -0.2447
0.0438 -0.1861 0.0072
-0.0535 0.0355 0.0077
-0.2643 -0.3840 1.5562
-0.0222 -0.3311 0.1760
0.4129 0.3134 -0.6393
0.0502 -0.0594 0.3611
-0.0363 0.1035 -0.1754
-0.8778 -0.1901 0.6004
0.4830 -0.4259 -0.5138
-0.5601 0.2171 0.3595
-0.0068 0.1020 -0.1673
0.2828 0.7051 -0.1128
0.8191 0.5731 0.0572
0.1813 0.6993 -0.8584
-0.2178 0.6151 -1.3291
-0.0201 0.1278 -0.2335
0.2335 -0.1437 0.3277
0.3656 0.0834 -0.4771
-0.2647 0.3008 0.2364
0.1751 -0.3160 0.2031
-0.3977 -0.1903 -0.0807
0.4162 0.2508 -0.3657
0.0895 -0.1731 0.2269
-0.1276 0.1871 0.1900
-0.2182 -0.1657 -0.0397
0.2309 -0.1712 0.1248
0.3385 0.0386 -0.5956
0.0346 0.4534 0.2327
0.3698 0.0291 0.1353
-0.0600 0.3251 0.2422
-0.3845 -0.3348 -0.2538
0.2792 -0.1486 -0.8081
-0.1358 -0.0388 0.0164
-0.4633 1.1098 -0.3344
0.1258 0.1753 -0.0273
0.1790 -0.1277 0.1627
-0.1414 -0.3010 -0.2613
0.6687 0.8017 -1.2779
-0.1789 -0.0049 -0.9775
-0.2487 -0.0584 0.2141
0.2899 -0.2629 -0.0630
-0.1450 0.4579 0.2649
-0.2541 -0.2993 -0.1605
1.4194 -0.3060 0.3553
0.5325 0.3306 -0.8315
-0.1271 1.9425 3.7452
-0.1505 -0.7790 0.6782
-0.1319 -0.3455 -1.0311
-0.3313 0.1352 0.5042
0.2625 0.0921 -0.0146
-0.7289 -0.1735 0.4674
0.1251 0.0878 -0.1804
0.3557 -0.0501 0.1896
0.3088 -0.3464 -0.7579
0.1568 0.1678 0.0151
-0.0392 -0.0993 0.1410
-0.1002 0.0927 -0.0744
-0.1242 -0.1467 0.0782
0.0128 0.0241 0.1173
-1.2743 0.3801 0.0222
0.0393 -0.0822 0.6482

Mulliken atomic charge list, values in e, 2 entries: 1.83, 0.09